Record 1
Formula: C21H41AsGaN5OSi
Source: the OMol25 dataset
Level of theory: ωB97M-V/def2-TZVPD

Kohn-Sham gap = 8.820 eV
Lowest unoccupied orbital energy = -4.47 eV
Max |F| = 0.00868 Eh/bohr
ΔE to the lowest compared entry with this formula, charge and spin = 0.268 eV
E_HOMO = -13.29 eV
Net charge = +2

Geometry (Å):
As: -1.17350 2.09380 -0.61208
Ga: -0.02681 0.01186 0.13965
Si: 2.88754 -1.18063 0.15184
O: -1.42827 -1.20159 -0.10412
N: -1.59084 -3.15562 -1.28557
N: 0.03657 0.35960 2.07494
N: 1.60774 -0.23236 -0.62654
N: 0.02596 0.44524 4.23366
N: -3.47660 -1.96483 -0.58842
C: -2.23882 -4.47275 -1.36810
C: 3.68440 -2.23018 -1.13877
C: 1.99448 -2.21709 1.44815
C: 0.82744 0.56788 -2.80802
C: 3.15877 1.99451 -3.18937
C: -4.41493 -2.47071 -1.60205
C: -2.14892 -2.10671 -0.67395
C: 2.98732 1.25336 -2.02736
C: -2.38617 1.69270 -2.06778
C: -0.20277 3.64429 -1.20898
C: -4.02617 -1.02393 0.39216
C: 0.74871 1.54719 3.81898
C: 1.81472 0.52550 -1.81567
C: 2.16446 2.04186 -4.15978
C: -0.38916 -0.25707 3.17124
C: -2.29443 2.77860 0.81257
C: -0.17309 -3.15569 -1.65365
C: 4.12865 -0.11168 1.02941
C: -1.17207 -1.52020 3.24234
C: 0.99511 1.32139 -3.96355
C: 0.75471 1.49020 2.47177
H: 4.52111 -0.63002 1.90972
H: -0.06331 -0.04372 -2.69638
H: -2.53055 0.61852 -2.16241
H: 4.98525 0.13266 0.39469
H: -0.58459 -2.31084 3.71151
H: -2.55068 -4.70895 -2.38421
H: -3.09162 -4.52496 -0.69983
H: 1.18845 2.24774 4.50779
H: -2.08211 -1.38151 3.82721
H: 2.30770 2.61915 -5.06307
H: 4.07876 2.54784 -3.33322
H: 0.37442 4.05923 -0.38596
H: 4.49456 -2.82913 -0.70975
H: 3.67906 0.82702 1.36374
H: -0.06183 -3.72595 -2.57373
H: -1.44026 -1.84291 2.24058
H: -5.10117 -0.97493 0.24194
H: -2.57891 1.98486 1.49963
H: -4.99194 -1.63059 -1.98680
H: -1.73982 3.53727 1.36065
H: -3.34303 2.17649 -1.88583
H: -0.93614 4.37382 -1.54737
H: 3.76642 1.25358 -1.27220
H: -3.88214 -2.91662 -2.43208
H: 2.96225 -2.91310 -1.59600
H: -3.18705 3.22842 0.38429
H: -3.83923 -1.36106 1.41102
H: 0.46276 3.36615 -2.02303
H: 0.93955 -2.39116 1.20789
H: 0.22226 1.32320 -4.72381
H: 0.42764 -3.62767 -0.87589
H: -0.15684 0.19594 5.19392
H: -5.10112 -3.20139 -1.17719
H: -3.61218 -0.02502 0.26400
H: 4.11459 -1.61325 -1.93373
H: 2.45385 -3.20618 1.53807
H: 0.19402 -2.15218 -1.82670
H: 1.24235 2.13913 1.76373
H: -1.95585 2.07521 -2.98974
H: -1.51103 -5.21810 -1.05119
H: 2.05333 -1.74508 2.43338


Record 2
Formula: C21H41BCuF4N5O2Si2Te
Source: the OMol25 dataset
Level of theory: ωB97M-V/def2-TZVPD

Kohn-Sham gap = 7.442 eV
Lowest unoccupied orbital energy = -0.25 eV
Max |F| = 0.05715 Eh/bohr
ΔE to the lowest compared entry with this formula, charge and spin = 0.010 eV
E_HOMO = -7.69 eV

Geometry (Å):
Te: -0.51933 -16.66394 2.58438
Cu: -4.90307 -19.86676 -0.66691
Si: 0.79720 -19.11510 0.74672
Si: -0.63167 -14.24093 4.89242
F: -4.37444 -15.92419 0.93513
F: -2.73204 -16.95289 -0.31469
F: -3.12770 -14.61561 -0.57860
F: -4.63318 -16.19207 -1.35461
O: -3.77821 -21.57359 2.78656
O: -4.65694 -21.40735 0.70316
N: -0.79861 -21.81628 3.76004
N: -2.33401 -20.10868 4.22589
N: -4.57785 -19.57386 -2.52571
N: -5.36422 -18.71892 1.10123
N: -0.09775 -19.91433 4.76179
C: -1.76869 -18.72075 -6.37316
C: -2.09442 -17.44700 -3.82336
C: -1.26722 -15.24483 6.30396
C: 0.25619 -12.79762 5.66995
C: -1.07931 -17.55250 -6.00320
C: -4.94474 -19.04809 3.56841
C: -1.28571 -16.93055 -4.80773
C: -2.04862 -13.46888 3.90100
C: -1.13171 -20.61643 4.27498
C: -2.62937 -19.19414 -5.42585
C: 1.90097 -20.58479 1.01571
C: -0.98407 -19.63829 0.82419
C: -2.74948 -18.61528 -4.15313
C: -4.55621 -19.40458 2.14969
C: -2.75659 -18.95065 4.91562
C: -3.90283 -18.19717 4.27063
C: -3.79040 -19.23357 -3.27532
C: -4.35415 -20.94650 1.84128
C: 1.12272 -17.99305 2.19238
C: 0.60150 -15.31990 3.86141
C: 0.98003 -18.24332 -0.91065
B: -3.72158 -15.91127 -0.32789
H: -5.14400 -20.01020 4.11457
H: -3.07511 -19.39384 5.88689
H: -0.37258 -15.59455 6.88210
H: -1.81021 -14.53736 6.87768
H: 0.36440 -17.39927 -0.94055
H: -0.33730 -12.44294 6.53173
H: -3.21679 -20.05669 -5.70191
H: -0.31334 -19.04722 5.23810
H: -3.47656 -17.48919 3.57260
H: -2.60255 -12.85612 4.61941
H: -1.22578 -20.27791 1.65306
H: -2.20350 -16.97791 -2.84684
H: 1.18958 -14.73468 3.15761
H: -1.17735 -20.16970 -0.09840
H: 1.28272 -18.55100 3.10366
H: -0.01443 -22.28083 4.18682
H: -0.66349 -16.09990 -4.52505
H: -4.44299 -17.48643 5.02523
H: -5.18250 -17.69201 1.05790
H: -6.38673 -18.86577 1.31919
H: -1.62551 -18.73364 0.85885
H: 0.69513 -19.02021 -1.65031
H: -1.57485 -12.77412 3.16284
H: 1.90231 -17.26860 2.08306
H: 2.93894 -20.24252 1.06933
H: -0.24344 -17.24813 -6.57888
H: 0.79549 -20.29368 4.95011
H: 1.34053 -15.78757 4.54638
H: 1.30198 -13.06697 6.02719
H: -1.85442 -16.15000 6.10159
H: -3.02358 -20.72089 3.69431
H: -1.94717 -18.19971 5.12361
H: 1.97388 -17.94412 -1.20917
H: -1.36158 -19.25094 -7.22582
H: 1.93558 -21.34609 0.28506
H: 1.88452 -21.08416 1.94176
H: -5.88136 -18.54657 3.55768
H: 0.43713 -12.03067 4.95737
H: -2.80350 -14.05656 3.38960
H: -1.54815 -22.43707 3.48185
H: -3.48070 -19.08676 1.88624